110
Properties=species:S:1:pos:R:3:forces:R:3 method="wB97M-V/def2-TZVPD" e_lumo_ev=0.665 energy_ha=-1415.25431 spin_multiplicity=1
C -2.06082 2.95743 -0.72620 -0.265 -0.352 0.013
H 0.37442 -0.87871 -0.88678 -0.108 -0.097 -0.174
H -1.07747 -0.62131 3.91002 0.369 0.236 0.058
H 2.59550 1.54497 -7.09600 0.000 0.144 0.143
C 5.44543 0.47094 -2.19489 -1.388 -0.148 0.249
C -1.15225 0.05779 0.35814 0.712 0.695 -1.343
C -0.88996 -1.97017 5.57366 -0.883 -0.160 -0.414
C 4.78575 1.17347 0.11316 -0.469 0.167 -0.187
H -1.07098 -5.40293 -1.29750 -0.012 -0.175 -0.003
C -0.92659 -6.30447 0.70961 -0.650 -1.118 0.167
H 1.90196 4.48452 -9.14809 -0.045 0.177 0.174
C -0.65850 0.58819 5.69009 -0.415 -0.106 0.624
H 3.77213 2.84451 2.96813 -0.022 -0.205 0.356
H 1.24266 -2.43940 0.90953 -0.195 -0.094 -0.117
H -2.41891 -4.19303 3.38090 0.209 -0.087 -0.443
H -0.06801 3.91965 -8.07564 -0.456 -0.355 0.073
H -2.38361 -0.50287 4.97901 -0.035 -0.098 0.425
C 4.20570 2.23776 1.02726 0.040 0.250 -0.137
C -2.78141 -4.69008 -0.11888 0.966 0.366 -0.359
O -3.74641 6.25863 3.37540 -0.140 0.116 -0.255
H 5.09541 -0.50134 -1.83638 0.419 -0.178 -0.018
H -2.23288 -2.52297 2.92889 0.188 0.227 0.114
H -1.77852 2.64331 1.39605 -0.026 -0.114 -0.004
C -0.25244 -1.12544 -0.03406 -1.107 -0.570 1.642
H 1.27945 -0.79705 1.44290 -0.029 -0.029 -0.036
C 1.94017 0.88282 -5.12728 0.069 -0.078 -0.993
H 1.19641 0.78297 4.64370 0.236 0.186 0.129
H -1.89868 0.11714 -0.43914 -0.242 0.086 0.214
C 0.86451 0.59715 5.66863 -0.471 -0.204 -0.665
H -1.93656 5.66481 0.68882 -0.025 -0.211 0.063
H 2.52559 4.05362 -7.51790 -0.277 0.323 0.033
C -1.51782 -7.67723 0.37022 -0.464 0.081 0.045
H 5.83280 0.95060 0.33805 -0.066 -0.106 0.192
H 0.22174 -0.46603 -4.93538 0.043 0.174 -0.316
H -1.74966 5.98575 2.95575 0.035 0.174 -0.019
H 5.20704 0.47214 -3.25918 0.109 0.334 -0.032
H 1.22075 -0.40014 5.92544 0.198 0.121 0.230
H 2.67966 2.96900 -8.84097 -0.160 -0.067 0.005
H -3.53467 5.04548 1.24410 0.279 -0.217 0.215
C -0.37454 1.37732 0.35196 1.187 0.340 0.792
H -5.38557 -3.96814 -1.08743 -0.161 0.074 0.446
H 2.69796 0.50802 2.62599 0.017 0.063 -0.127
C 1.66274 1.24741 -6.61203 0.289 -0.205 1.023
C 4.31977 2.00093 2.53429 -0.736 0.320 -0.239
H -2.61373 -7.64620 0.41444 0.057 0.359 -0.680
H -3.36202 -5.04830 -2.14329 -0.181 -0.050 -0.128
H 2.34398 1.73757 -4.58018 0.059 0.071 -0.072
H -0.04373 1.14447 -4.27678 0.014 -0.005 0.266
H 4.37318 -0.10177 2.48928 -0.288 -0.346 0.151
C 1.98929 3.69698 -8.40078 0.533 -0.619 -0.205
H -1.67128 -0.09645 1.30361 0.054 -0.101 0.095
C -1.29334 -0.60559 4.98699 0.282 -0.398 -0.645
H 0.38104 1.41530 1.15377 -0.355 -0.398 0.304
C -5.18472 -5.02376 -0.90494 -0.116 -0.303 -1.179
H -2.77618 -2.90584 5.45108 -0.217 0.162 -0.663
C -1.77937 -3.09925 5.02961 -0.383 0.378 0.938
H 5.26507 2.44909 -1.55705 -0.531 0.396 0.189
H 6.51669 0.58439 -2.05409 0.050 -0.161 0.028
H 5.34172 2.09477 2.90708 0.111 -0.120 -0.205
H -3.67007 6.79810 4.16600 -0.003 0.004 0.023
C -3.70123 -5.33136 -1.14845 -0.548 -0.392 1.301
H -5.57755 -5.39322 0.04161 0.394 0.433 0.349
H 0.99644 -0.09886 -3.46157 -0.169 0.429 0.261
H -1.56076 -4.03564 5.55557 0.517 -0.032 -0.300
H 0.16282 -6.35914 0.75402 -0.004 -0.093 0.061
H -1.52689 3.31729 -1.60747 0.292 -0.082 0.131
H -0.64898 -4.38961 0.08105 -0.170 0.328 -0.462
C 0.59076 2.31913 -6.72961 -0.189 0.011 -0.868
H -5.80543 -5.57090 -1.62536 0.168 0.125 -0.184
H -0.96273 -1.93272 -0.24491 0.358 -0.111 -0.584
H 3.64387 1.68667 -1.65586 0.016 -0.046 -0.170
H -0.77385 -3.53977 3.16215 -0.002 -0.019 -0.134
H -2.40847 7.58357 2.50451 0.074 -0.036 -0.378
H 3.76930 0.53443 4.03132 -0.032 -0.120 -0.003
H -0.96927 0.55148 6.74287 -0.074 -0.065 -0.039
C 0.70274 0.36362 -4.40684 0.278 -0.679 -0.039
O -3.49820 6.86475 0.26888 -0.186 -0.436 0.377
C 0.58752 -1.59641 1.14658 1.302 0.515 0.074
H -1.14682 -7.95443 -0.61792 -0.351 -0.516 0.068
H -4.44054 6.83230 0.46794 0.048 0.221 -0.120
H 4.16639 0.28034 0.24962 0.406 -0.251 0.067
H 0.37527 2.36218 -8.85591 -0.271 0.205 -0.148
H -3.09678 -4.83966 0.91659 -0.247 -0.198 -0.076
H -1.30239 -6.13534 1.72567 0.289 0.750 -0.072
C 4.68336 1.54200 -1.36392 1.522 -0.283 -0.391
H 2.72695 0.12635 -5.19210 -0.038 -0.093 0.486
C -2.61684 6.51273 2.53141 0.038 -0.798 0.656
H -1.38878 -8.46329 1.12093 0.967 0.097 -0.137
H 3.13906 2.29922 0.77287 -0.018 0.089 0.123
H 4.61576 3.22369 0.78008 0.104 -0.075 0.007
H 0.68094 3.02688 -5.90231 0.015 0.022 0.046
H 0.05313 -1.84150 2.06174 -0.443 -0.039 -0.241
C 3.72919 0.64957 2.94801 0.703 0.417 0.133
C -1.16545 2.66311 0.48984 -0.515 0.580 -0.558
H 0.13959 -2.26409 5.36157 0.171 0.428 0.189
H 1.39100 0.29417 -7.07558 -0.313 0.204 -0.303
H -3.58838 -6.40969 -1.01591 0.127 -0.044 -0.441
H -0.38152 1.82588 -6.66349 -0.106 0.194 0.265
H -2.56645 2.03576 -1.02146 -0.100 0.074 -0.082
C 0.62396 3.07696 -8.06973 0.736 0.149 0.218
C -1.32583 -5.18245 -0.25952 0.316 0.337 1.408
C -2.88301 5.91585 1.16498 -0.117 1.213 -0.511
H -1.07722 -1.91190 6.64884 0.431 -0.137 0.121
H -2.73528 -3.60228 -0.25032 -0.365 -0.013 -0.093
C -1.77780 -3.31796 3.51813 -0.642 -0.564 0.720
H -0.47501 3.50220 0.61406 0.072 -0.065 0.101
H 1.26441 1.33721 6.35761 0.171 0.009 -0.095
H -1.10812 1.51124 5.31499 0.283 0.064 -0.170
H 0.32201 1.47202 -0.49319 -0.567 -0.274 -0.488
H -2.84271 3.69111 -0.53273 0.061 0.020 0.162